{
  "formula": "C2H9N2OP",
  "method": "ωB97M-V with the def2-TZVPD basis set",
  "spin_multiplicity": 1,
  "e_lumo_ev": [1.021, -0.481],
  "homo_ha": [-0.3528, -0.2077],
  "relative_energy_ev": 4.879,
  "homo_lumo_gap_ev": [10.62, 5.17],
  "species": ["P", "O", "N", "N", "C", "C", "H", "H", "H", "H", "H", "H", "H", "H", "H"],
  "xyz": [[-1.73546, 0.69050, 0.66836], [-1.72771, -0.59347, -0.23513], [1.38422, -0.52401, 1.00277], [-2.93484, 1.38274, -0.28170], [-1.06797, -1.84274, -0.16933], [1.75639, 0.52077, 0.08841], [-1.35724, -2.54469, 0.53053], [-3.17789, 2.29915, -0.08455], [-1.28534, -2.17371, -1.16923], [-0.04534, -1.73750, 0.04064], [2.22304, -0.66091, 1.71907], [2.76290, 0.34979, -0.34148], [2.01621, 1.59357, 0.50445], [-3.25120, 0.67566, -0.99746], [1.04439, 0.51257, -0.73436]],
  "nbo_charge": [0.906, -0.848, -0.426, -1.204, -0.243, -0.514, 0.174, 0.398, 0.182, 0.210, 0.303, 0.207, 0.224, 0.425, 0.205]
}

=====

{
  "formula": "CH3NO3S",
  "method": "ωB97M-V with the def2-TZVPD basis set",
  "spin_multiplicity": 1,
  "e_lumo_ev": [-0.570, -0.571],
  "homo_ha": [-0.3504, -0.3504],
  "relative_energy_ev": 4.532,
  "homo_lumo_gap_ev": [8.96, 8.96],
  "species": ["S", "O", "O", "O", "N", "C", "H", "H", "H"],
  "xyz": [[3.28811, 1.31262, 0.46464], [3.51104, -1.21682, 1.06654], [3.28036, -0.70138, -1.02444], [0.58672, 0.04080, -0.01642], [3.30659, -0.24263, 0.08066], [-0.26918, -0.02212, -0.87603], [-1.10781, -0.76392, -0.69282], [3.57908, -0.70762, 1.87469], [-0.28630, 0.62044, -1.75117]],
  "nbo_charge": [0.055, -0.499, -0.307, -0.518, 0.265, 0.280, 0.112, 0.485, 0.125]
}

=====

{
  "formula": "C25H40Cl3F2NO7S2",
  "method": "ωB97M-V with the def2-TZVPD basis set",
  "spin_multiplicity": 1,
  "e_lumo_ev": 0.396,
  "homo_ha": -0.3441,
  "relative_energy_ev": 0.000,
  "homo_lumo_gap_ev": 9.76,
  "species": ["Cl", "Cl", "Cl", "S", "S", "F", "F", "O", "O", "O", "O", "O", "O", "O", "N", "C", "C", "C", "C", "C", "C", "C", "C", "C", "C", "C", "C", "C", "C", "C", "C", "C", "C", "C", "C", "C", "C", "C", "C", "C", "H", "H", "H", "H", "H", "H", "H", "H", "H", "H", "H", "H", "H", "H", "H", "H", "H", "H", "H", "H", "H", "H", "H", "H", "H", "H", "H", "H", "H", "H", "H", "H", "H", "H", "H", "H", "H", "H", "H", "H"],
  "xyz": [[5.34319, -1.40623, -2.27158], [-5.54606, -1.34373, 0.95748], [-3.04949, 0.32474, 0.98559], [-1.20746, -1.73634, 4.88191], [2.34476, 4.02877, -0.76982], [2.30067, -0.84376, 3.29399], [-0.18895, 0.47689, -0.16618], [-1.53921, 1.26276, -2.36011], [3.11654, 2.82940, -1.00052], [-1.37000, -2.87079, 5.75202], [-1.70369, -3.78136, -1.33720], [-0.97250, -1.93680, 3.46814], [2.71835, 4.93178, 0.28842], [-0.19127, -3.03632, 0.09530], [-0.48039, -0.01903, -3.88089], [1.44861, -1.80972, 1.34895], [0.74764, 0.78158, -3.85418], [-2.59752, -0.60476, 5.06141], [2.19165, 4.91501, -2.32176], [0.61338, -1.79922, 0.07013], [0.61265, 3.57292, -0.62737], [1.66050, -0.48743, 2.08424], [-0.35729, -1.33697, -4.50370], [1.39752, -1.86161, -1.25377], [0.93973, 4.31807, -2.95664], [2.52198, 0.57291, 1.43190], [-0.55200, 0.75981, 5.30934], [-0.09498, 4.20032, -1.83065], [-1.74849, -1.41554, -0.70420], [-1.26621, -2.88900, -0.68464], [-0.56009, -0.81532, 0.11563], [-3.04972, -1.15522, 0.08848], [3.62067, -1.85129, -2.43419], [-1.32751, 0.16330, -2.80706], [-4.42002, -3.15963, -0.69244], [2.77286, -1.19132, -1.35164], [-2.02873, 0.65872, 5.71734], [0.04135, -0.62867, 5.52269], [-2.06074, -1.02006, -2.20499], [-4.16570, -1.88410, 0.06624], [0.56660, 2.48595, -0.65895], [2.15109, 0.84567, 0.44443], [0.01240, -2.12406, -3.83943], [0.96796, -0.80777, 4.98557], [0.77185, 1.50872, -4.67330], [3.54942, 0.20854, 1.33605], [-3.86948, -3.99502, -0.25566], [0.16198, -0.86167, 6.58041], [-2.10111, 0.57667, 6.80337], [-2.98042, -0.41406, 4.05972], [2.54487, 1.46951, 2.05637], [-4.11718, -3.07613, -1.73728], [2.06835, 5.97095, -2.08312], [-0.89980, -0.86969, 1.15644], [1.61438, 0.12400, -3.97318], [0.57437, 4.92727, -3.78207], [-5.47960, -3.40545, -0.63592], [0.68969, -0.06622, 2.37272], [-3.10668, -0.70292, -2.21105], [3.32653, -1.54066, -3.43876], [-2.59356, 1.53966, 5.41609], [2.42803, -2.25933, 1.16231], [1.51220, -2.93126, -1.46918], [0.32328, -1.24730, -5.35244], [-0.47280, 5.19226, -1.57391], [-0.47399, 1.03763, 4.25520], [0.75198, -1.45276, -2.03522], [1.17267, 3.32776, -3.34965], [3.57408, -2.93966, -2.36878], [-0.01948, 1.51019, 5.89128], [3.31300, -1.26323, -0.40919], [2.67183, -0.12996, -1.59351], [-1.32382, -1.65639, -4.90114], [-0.94174, 3.58119, -2.12120], [-2.01146, -1.92119, -2.81611], [3.10480, 4.76277, -2.89254], [0.82165, 1.32431, -2.91106], [-3.35727, -1.09996, 5.66049], [0.91833, -2.46883, 2.04511], [0.24301, 3.92769, 0.33142]],
  "lowdin_charge": [0.557, 0.679, 0.759, 0.679, 0.661, -0.043, 0.026, 0.080, -0.330, -0.314, 0.150, -0.323, -0.324, 0.090, -0.124, -0.039, -0.034, -0.212, -0.222, -0.299, -0.212, -0.345, -0.058, -0.068, -0.213, -0.020, -0.212, -0.202, -0.198, -0.429, -0.243, -0.605, -0.590, -0.456, -0.094, -0.251, -0.208, -0.220, 0.006, -0.710, 0.068, 0.048, 0.081, 0.084, 0.094, 0.097, 0.088, 0.111, 0.117, 0.081, 0.094, 0.082, 0.107, 0.104, 0.080, 0.119, 0.064, 0.123, 0.136, 0.061, 0.114, 0.135, 0.142, 0.094, 0.118, 0.110, 0.098, 0.080, 0.074, 0.118, 0.083, 0.102, 0.096, 0.095, 0.102, 0.106, 0.071, 0.103, 0.123, 0.108]
}

=====

{
  "formula": "C5H10N2O2",
  "method": "ωB97M-V with the def2-TZVPD basis set",
  "spin_multiplicity": 1,
  "e_lumo_ev": 0.337,
  "homo_ha": -0.2873,
  "relative_energy_ev": 5.927,
  "homo_lumo_gap_ev": 8.15,
  "species": ["O", "O", "N", "N", "C", "C", "C", "C", "C", "H", "H", "H", "H", "H", "H", "H", "H", "H", "H"],
  "xyz": [[-1.58274, 1.52460, -1.23507], [-1.57191, -1.36863, -1.29718], [0.54283, -0.42521, -0.45832], [-1.49864, 1.35230, 0.16934], [-0.86840, 0.07600, 2.04087], [-0.93432, -1.00626, -0.36664], [1.01685, 0.02618, -1.76389], [-0.89706, 0.26276, 0.54683], [1.59642, -0.73960, 0.49553], [2.44990, -1.19262, -0.02362], [1.40249, 1.05311, -1.71934], [-2.23247, 2.23330, -1.31562], [0.08365, 0.39270, 2.45842], [1.80500, -0.64321, -2.11197], [-1.04265, -0.96059, 2.31841], [0.18853, 0.01040, -2.46590], [1.25264, -1.44868, 1.25425], [1.94946, 0.17528, 0.99242], [-1.65957, 0.67817, 2.48148]],
  "nbo_charge": [-0.603, -0.484, -0.429, -0.250, -0.637, 0.617, -0.424, 0.198, -0.414, 0.204, 0.211, 0.479, 0.219, 0.189, 0.216, 0.239, 0.215, 0.202, 0.253]
}

=====

{
  "formula": "CH7OS",
  "method": "ωB97M-V with the def2-TZVPD basis set",
  "spin_multiplicity": 1,
  "e_lumo_ev": -3.997,
  "homo_ha": -0.5893,
  "relative_energy_ev": 1.039,
  "charge": 1,
  "homo_lumo_gap_ev": 12.04,
  "species": ["S", "O", "C", "H", "H", "H", "H", "H", "H", "H"],
  "xyz": [[0.81713, -0.11459, -0.59355], [0.36993, 0.82774, 2.36682], [-0.45292, -0.99579, -1.41328], [-0.53542, 1.32781, 2.31861], [0.30631, 0.24552, 0.54009], [-0.98292, -1.89623, -0.89635], [0.87530, 1.42407, 3.10717], [-1.31231, -0.35118, -1.90561], [0.07103, -1.49766, -2.21497], [0.84387, 1.03032, -1.30892]],
  "nbo_charge": [0.518, -0.990, -0.843, 0.491, 0.218, 0.318, 0.524, 0.290, 0.273, 0.201]
}

=====

{
  "formula": "C5H7N",
  "method": "ωB97M-V with the def2-TZVPD basis set",
  "spin_multiplicity": 1,
  "e_lumo_ev": 0.921,
  "homo_ha": -0.3784,
  "relative_energy_ev": 2.523,
  "homo_lumo_gap_ev": 11.22,
  "species": ["N", "C", "C", "C", "C", "C", "H", "H", "H", "H", "H", "H", "H"],
  "xyz": [[0.00723, -0.06280, -1.94883], [-0.12030, 0.36215, 0.56523], [1.31942, 0.45766, 0.11608], [-1.04688, -0.49106, -2.30462], [0.23012, 0.80147, -0.83026], [-0.78553, -0.95181, 0.92411], [-0.46688, 1.18890, 1.17530], [-0.46029, -1.76785, 0.27259], [0.00181, 1.81812, -1.11535], [1.96923, 1.26139, 0.45366], [-0.55029, -1.23686, 1.95885], [1.78233, -0.49587, -0.12082], [-1.87998, -0.88344, 0.85406]],
  "nbo_charge": [-0.556, -0.221, -0.422, 0.352, -0.083, -0.616, 0.217, 0.218, 0.225, 0.223, 0.218, 0.225, 0.219]
}